Entry from the OMol25 dataset: C16H22Br2F3GdNO as an isolated structure (ωB97M-V/def2-TZVPD).

## Properties
Charge: +3
<S²>: 16.739
HOMO energy (alpha / beta) in eV: -18.26 / -17.03
Spin multiplicity: 8
Frontier orbital gap (alpha / beta) in eV: 4.951 / 4.670

Structure (XYZ):
```
46
C16H22Br2F3GdNO, DFT ωB97M-V/def2-TZVPD
N -0.433 1.433 3.418
C -1.145 0.846 2.326
C -2.412 0.139 2.858
C -2.787 -1.257 2.328
C -3.187 -1.396 0.888
F -2.195 -1.019 0.058
Br -4.731 -0.240 0.450
C -3.616 -2.803 0.440
F -4.696 -3.139 1.107
F -3.903 -2.770 -0.856
Br -2.219 -4.065 0.736
C -1.564 1.857 1.259
O -0.476 2.478 0.614
C -0.313 2.144 -0.764
C 1.062 2.343 -1.305
C 2.212 1.570 -0.670
C 2.068 0.052 -0.399
C 2.718 -0.726 -1.450
C 2.080 -0.976 -2.688
C 2.721 -1.671 -3.671
C 4.030 -2.129 -3.446
C 4.671 -1.894 -2.230
C 4.022 -1.207 -1.246
H -1.009 2.033 3.992
H 0.388 1.948 3.138
H -0.488 0.171 1.812
H -2.259 0.035 3.914
H -3.271 0.781 2.764
H -1.982 -1.945 2.515
H -3.638 -1.594 2.892
H -2.188 2.626 1.752
H -2.201 1.302 0.539
H -0.957 2.780 -1.380
H -0.643 1.129 -0.920
H 1.044 2.208 -2.370
H 1.287 3.384 -1.152
H 3.046 1.683 -1.337
H 2.511 2.054 0.236
H 1.047 -0.274 -0.274
H 2.580 -0.159 0.521
H 1.088 -0.617 -2.839
H 2.242 -1.874 -4.603
H 4.539 -2.665 -4.218
H 5.667 -2.257 -2.093
H 4.500 -1.026 -0.308
Gd -3.209 2.709 -0.336
```

Results of the Löwdin charge analysis, in e, for atoms 1 through 8: atom 1 (N): 0.11, atom 2 (C): -0.34, atom 3 (C): -0.11, atom 4 (C): -0.16, atom 5 (C): -0.77, atom 6 (F): -0.02, atom 7 (Br): 0.90, atom 8 (C): -1.02


Entry from the OMol25 dataset: C16H22Cl2O2SnTe as an isolated structure (ωB97M-V/def2-TZVPD).

## Properties
Charge: -2
HOMO energy in eV: 0.40
Frontier orbital gap in eV: 4.064

Structure (XYZ):
```
44
C16H22Cl2O2SnTe, DFT ωB97M-V/def2-TZVPD
C 2.666 -0.411 0.646
C 2.290 0.952 0.623
C 1.807 1.261 -0.669
C 2.424 1.907 1.746
C 1.901 0.078 -1.479
C 2.437 -0.965 -0.660
C 2.806 -2.331 -1.108
C 3.317 -1.089 1.791
C 1.417 2.615 -1.128
C 1.626 -0.003 -2.936
Sn 0.323 -0.499 0.069
Cl -0.514 0.601 1.993
Cl 0.477 -2.419 1.483
O -0.500 -1.804 -1.082
H 2.335 1.411 2.707
H 1.669 2.684 1.704
H 3.405 2.387 1.704
H 0.775 3.112 -0.406
H 0.888 2.585 -2.072
H 2.315 3.223 -1.256
H 0.773 0.610 -3.214
H 1.417 -1.023 -3.242
H 2.493 0.344 -3.499
H 2.167 -2.669 -1.917
H 2.712 -3.050 -0.301
H 3.839 -2.343 -1.462
H 2.822 -0.855 2.729
H 4.354 -0.754 1.863
H 3.314 -2.166 1.678
H -1.058 -1.375 -1.749
O 0.862 -5.594 0.539
H 0.666 -6.217 -0.180
Te -2.503 -1.498 0.781
C -3.892 0.086 0.638
C -4.196 0.850 1.772
C -5.198 1.823 1.713
C -5.902 2.029 0.521
C -5.598 1.267 -0.612
C -4.595 0.293 -0.552
H -3.671 0.673 2.703
H -5.441 2.403 2.593
H -6.689 2.771 0.480
H -6.154 1.416 -1.529
H -4.385 -0.315 -1.423
```

Results of the Löwdin charge analysis, in e, for atoms 1 through 8: atom 1 (C): -0.35, atom 2 (C): -0.35, atom 3 (C): -0.33, atom 4 (C): -0.08, atom 5 (C): -0.34, atom 6 (C): -0.35, atom 7 (C): -0.03, atom 8 (C): -0.07


Entry from the OMol25 dataset: C16H22DyN2O4 as an isolated structure (ωB97M-V/def2-TZVPD).

## Properties
Charge: +3
<S²>: 9.346
HOMO energy (alpha / beta) in eV: -18.10 / -18.10
Spin multiplicity: 6
Frontier orbital gap (alpha / beta) in eV: 7.083 / 6.336

Structure (XYZ):
```
45
C16H22DyN2O4, DFT ωB97M-V/def2-TZVPD
Dy 13.211 13.147 4.316
C 16.400 11.894 3.788
O 15.360 12.896 3.883
C 15.841 14.013 3.166
C 15.085 15.303 3.386
O 13.654 15.252 3.655
C 12.960 16.374 3.069
H 17.244 12.349 4.310
H 16.698 11.640 2.804
H 16.084 10.999 4.341
H 16.057 13.645 2.095
H 16.850 14.184 3.553
H 15.267 15.995 2.580
H 15.492 15.738 4.328
H 13.714 17.113 2.704
H 12.557 16.986 3.926
H 12.250 16.042 2.339
O 6.605 11.505 3.291
C 6.840 12.857 3.529
C 8.367 13.090 3.386
C 8.820 14.395 3.296
C 10.165 14.639 3.231
N 11.062 13.631 3.140
C 10.645 12.347 3.167
C 9.237 12.015 3.343
C 11.624 11.340 3.042
C 11.315 10.045 3.546
C 12.265 9.004 3.465
C 11.914 7.507 3.717
O 10.509 7.340 3.730
C 13.516 9.348 2.972
C 13.765 10.593 2.522
N 12.920 11.649 2.621
H 5.701 11.367 3.576
H 6.557 13.128 4.609
H 6.349 13.538 2.774
H 8.073 15.224 3.131
H 10.648 15.581 3.263
H 8.808 11.027 3.230
H 10.292 9.781 3.865
H 12.402 7.071 4.572
H 12.269 6.992 2.749
H 10.315 6.425 4.037
H 14.273 8.571 2.855
H 14.701 10.905 2.071
```

Results of the Löwdin charge analysis, in e, for atoms 1 through 8: atom 1 (Dy): 2.10, atom 2 (C): 0.00, atom 3 (O): -0.39, atom 4 (C): -0.18, atom 5 (C): -0.12, atom 6 (O): -0.37, atom 7 (C): -0.01, atom 8 (H): 0.13


Entry from the OMol25 dataset: an isolated ion of composition C16H22FN2OS and charge +1 (ωB97M-V/def2-TZVPD).

## Properties
SMILES: O=C1CS[C@@H](c2ccccc2F)N1CC[NH+]1CCCCC1
Charge: +1
HOMO energy in eV: -11.99
Frontier orbital gap in eV: 9.838

Structure (XYZ):
```
43
C16H22FN2OS, DFT ωB97M-V/def2-TZVPD
O 0.149 2.625 -0.562
C -0.995 2.344 -0.205
N -1.265 1.391 0.696
C -2.652 1.004 0.885
C -2.948 -0.320 0.219
C -3.379 -0.419 -1.098
C -3.646 -1.652 -1.666
C -3.492 -2.813 -0.926
C -3.058 -2.743 0.387
C -2.792 -1.504 0.933
F -2.337 -1.436 2.208
H -2.933 -3.627 0.992
H -3.714 -3.772 -1.365
H -3.988 -1.704 -2.688
H -3.534 0.481 -1.673
H -2.879 0.940 1.954
S -3.632 2.401 0.210
C -2.215 3.023 -0.744
H -2.133 4.102 -0.612
H -2.329 2.819 -1.811
C -0.224 0.791 1.515
H -0.712 0.232 2.314
C 0.708 -0.145 0.742
N 1.719 0.623 -0.027
C 2.122 -0.023 -1.298
C 2.974 -1.262 -1.056
C 4.226 -0.880 -0.272
C 3.824 -0.208 1.037
C 2.917 0.987 0.769
H 3.466 1.741 0.200
H 2.593 1.440 1.707
H 3.331 -0.932 1.687
H 4.709 0.148 1.565
H 4.836 -0.197 -0.865
H 4.824 -1.766 -0.067
H 2.405 -2.016 -0.511
H 3.249 -1.688 -2.020
H 2.695 0.709 -1.870
H 1.221 -0.268 -1.865
H 1.205 1.541 -0.281
H 1.206 -0.817 1.442
H 0.118 -0.749 0.048
H 0.356 1.600 1.975
```

Results of the Löwdin charge analysis, in e, for atoms 1 through 8: atom 1 (O): 0.07, atom 2 (C): -0.46, atom 3 (N): -0.04, atom 4 (C): -0.46, atom 5 (C): -0.17, atom 6 (C): -0.04, atom 7 (C): -0.06, atom 8 (C): -0.06


Entry from the OMol25 dataset: one molecule with the formula C16H22N2 (ωB97M-V/def2-TZVPD).

## Properties
SMILES: [H]/N=C(\C=C\C1CCCCC1)NCc1ccccc1
Relative energy (zero: lowest compared OMol25 entry of this formula, charge and spin) in kJ/mol: 152.9
HOMO energy in eV: -8.55
Frontier orbital gap in eV: 9.485

Structure (XYZ):
```
40
C16H22N2, DFT ωB97M-V/def2-TZVPD
N 0.594 0.133 2.630
C 0.139 -0.292 1.517
C 0.344 0.404 0.222
C 0.923 1.637 0.123
C -2.481 -6.035 1.182
C -3.322 -5.010 1.640
C -1.094 -5.904 1.160
C -2.776 -3.826 2.082
C -0.567 -4.719 1.654
C -1.364 -3.657 2.090
N -0.527 -1.546 1.487
C -0.776 -2.389 2.634
C 1.347 4.695 -2.892
C 0.084 3.821 -2.871
C 2.586 3.895 -2.519
C -0.106 3.121 -1.518
C 2.389 3.162 -1.164
C 1.143 2.294 -1.208
H 1.110 1.029 2.636
H 0.064 -0.176 -0.636
H 1.254 2.115 1.058
H -2.906 -7.008 0.934
H -4.394 -5.182 1.722
H -0.460 -6.732 0.818
H -3.432 -3.036 2.488
H 0.532 -4.602 1.740
H -0.843 -1.873 0.559
H 0.155 -2.565 3.189
H -1.453 -1.912 3.349
H 1.451 5.120 -3.870
H 1.165 5.486 -2.159
H 0.138 3.064 -3.687
H -0.780 4.396 -3.066
H 2.849 3.215 -3.328
H 3.395 4.629 -2.417
H -0.255 3.864 -0.772
H -0.959 2.438 -1.515
H 2.335 3.915 -0.347
H 3.255 2.519 -0.979
H 1.247 1.512 -1.966
```

Results of the Löwdin charge analysis, in e, for atoms 1 through 8: atom 1 (N): 0.11, atom 2 (C): -0.43, atom 3 (C): -0.02, atom 4 (C): -0.05, atom 5 (C): -0.10, atom 6 (C): -0.10, atom 7 (C): -0.09, atom 8 (C): -0.04


Entry from the OMol25 dataset: one molecule with the formula C16H22N2O3S (ωB97M-V/def2-TZVPD).

## Properties
SMILES: CCCSCCCNC(=O)C[C@@H]1Oc2ccccc2NC1=O
Relative energy (zero: lowest compared OMol25 entry of this formula, charge and spin) in kJ/mol: 47.7
HOMO energy in eV: -8.30
Frontier orbital gap in eV: 8.968

Structure (XYZ):
```
44
C16H22N2O3S, DFT ωB97M-V/def2-TZVPD
C -5.118 -1.447 -0.598
H -4.766 -2.476 -0.589
C -4.157 -0.566 -1.383
C -2.768 -0.557 -0.763
H -2.059 -0.023 -1.395
H -2.405 -1.569 -0.587
S -2.746 0.263 0.870
C -2.330 1.978 0.384
C -0.856 2.201 0.069
H -0.744 3.220 -0.307
C 0.059 2.029 1.281
N 0.268 0.636 1.605
C 1.467 0.167 2.005
O 2.459 0.862 2.083
C 1.472 -1.323 2.329
H 2.259 -1.503 3.063
H 0.509 -1.635 2.733
C 1.783 -2.188 1.083
C 0.694 -1.977 0.035
O -0.366 -2.569 0.061
N 0.987 -1.048 -0.900
C 2.216 -0.383 -0.967
C 2.409 0.710 -1.796
C 3.653 1.313 -1.860
C 4.702 0.816 -1.105
C 4.515 -0.272 -0.272
C 3.268 -0.870 -0.188
O 3.095 -1.964 0.607
H 5.318 -0.667 0.328
H 5.672 1.285 -1.158
H 3.800 2.167 -2.503
H 1.587 1.078 -2.393
H 0.286 -0.845 -1.600
H 1.762 -3.242 1.384
H -0.562 0.054 1.625
H -0.373 2.554 2.142
H 1.047 2.452 1.080
H -0.530 1.519 -0.720
H -2.955 2.230 -0.473
H -2.634 2.591 1.232
H -4.073 -0.933 -2.410
H -4.546 0.455 -1.425
H -6.110 -1.421 -1.041
H -5.187 -1.101 0.431
```

Results of the Löwdin charge analysis, in e, for atoms 1 through 8: atom 1 (C): -0.13, atom 2 (H): 0.08, atom 3 (C): -0.32, atom 4 (C): -0.48, atom 5 (H): 0.06, atom 6 (H): 0.05, atom 7 (S): 0.90, atom 8 (C): -0.45


Entry from the OMol25 dataset: C16H22N2Tm as an isolated structure (ωB97M-V/def2-TZVPD).

## Properties
Charge: -1
<S²>: 2.005
Relative energy (zero: lowest compared OMol25 entry of this formula, charge and spin) in kJ/mol: 38.7
HOMO energy (alpha / beta) in eV: -3.62 / -3.68
Spin multiplicity: 3
Frontier orbital gap (alpha / beta) in eV: 6.550 / 6.611

Structure (XYZ):
```
41
C16H22N2Tm, DFT ωB97M-V/def2-TZVPD
C -0.766 0.089 -3.585
C 0.620 -0.115 -3.837
C 1.363 0.678 -2.916
C 0.435 1.370 -2.090
C -0.882 1.004 -2.498
Tm 0.078 -0.951 -1.608
N -1.356 -1.627 -0.936
C 0.062 -3.443 -1.735
C 1.059 -2.924 -2.527
H 2.452 0.731 -2.848
H 1.043 -0.749 -4.617
H 0.683 2.041 -1.267
H -1.813 1.354 -2.051
H -1.595 -0.388 -4.110
H 0.947 -2.889 -3.615
H -0.862 -3.836 -2.169
H -2.274 -2.033 -0.715
H 2.050 -2.714 -2.110
H 0.236 -3.660 -0.678
C -1.645 2.227 0.491
N -0.792 2.607 1.615
C -1.406 2.191 2.891
C 0.617 2.159 1.469
C 0.799 0.672 1.755
C 1.182 0.431 3.105
C 1.280 -0.844 3.627
C 0.974 -1.921 2.830
C 0.613 -1.721 1.504
C 0.547 -0.461 0.876
H -2.697 2.539 0.672
H -1.631 1.128 0.330
H -1.314 2.781 -0.406
H -1.557 1.088 2.927
H -0.773 2.506 3.748
H -2.397 2.674 3.020
H 1.134 2.531 0.586
H 1.176 2.744 2.233
H 1.389 1.245 3.789
H 1.571 -0.995 4.658
H 1.031 -2.925 3.233
H 0.422 -2.597 0.960
```

Results of the Löwdin charge analysis, in e, for atoms 1 through 8: atom 1 (C): -0.22, atom 2 (C): -0.24, atom 3 (C): -0.21, atom 4 (C): -0.22, atom 5 (C): -0.24, atom 6 (Tm): 0.84, atom 7 (N): -0.27, atom 8 (C): -0.17


Entry from the OMol25 dataset: C16H22N3O3Tl as an isolated structure (ωB97M-V/def2-TZVPD).

## Properties
Relative energy (zero: lowest compared OMol25 entry of this formula, charge and spin) in kJ/mol: 67.0
HOMO energy in eV: -7.54
Frontier orbital gap in eV: 8.146

Structure (XYZ):
```
45
C16H22N3O3Tl, DFT ωB97M-V/def2-TZVPD
Tl -2.594 -0.427 0.621
C 3.746 -0.695 3.483
O 3.168 0.409 4.190
C 1.909 0.708 3.778
C 1.252 1.704 4.534
C 0.084 2.233 4.015
C -0.566 1.724 2.857
C -1.750 2.364 2.338
C -2.019 3.766 2.814
O -2.563 1.899 1.520
C 0.056 0.693 2.174
O -0.425 0.005 1.196
C 1.323 0.319 2.628
H 4.715 -0.919 3.979
H 3.889 -0.503 2.417
H 3.102 -1.564 3.615
H 1.698 1.989 5.462
H -0.425 3.062 4.519
H -1.200 4.432 2.451
H -2.093 3.836 3.897
H -2.950 4.123 2.434
H 1.776 -0.315 1.885
C 1.252 -3.106 -2.765
C 1.550 -2.176 -1.601
N 0.289 -1.532 -1.183
C -0.538 -0.948 -2.120
N -1.172 0.094 -1.715
C -2.109 0.718 -2.584
C -2.657 -0.264 -3.585
C -1.486 -0.902 -4.328
N -0.630 -1.561 -3.326
C 0.501 -2.232 -3.851
H 0.617 -3.911 -2.415
H 2.139 -3.567 -3.121
H 2.277 -1.411 -1.815
H 1.844 -2.659 -0.602
H 0.385 -0.930 -0.364
H -1.686 1.571 -3.111
H -2.984 1.039 -2.026
H -3.390 0.173 -4.250
H -3.220 -1.133 -3.107
H -0.929 -0.070 -4.882
H -1.660 -1.629 -5.165
H 1.286 -1.539 -4.195
H 0.186 -2.867 -4.693
```

Results of the Löwdin charge analysis, in e, for atoms 1 through 8: atom 1 (Tl): 0.95, atom 2 (C): -0.08, atom 3 (O): -0.07, atom 4 (C): -0.30, atom 5 (C): 0.00, atom 6 (C): -0.02, atom 7 (C): -0.13, atom 8 (C): -0.38